1.
ORCA calculation (ωB97M-V/def2-TZVPD) on C2H5ClNOP in the gas phase in a non-equilibrium geometry.

Last column: natural (NBO) charge in e.
Cartesian coordinates (Å):
1 C -0.476 -0.001 0.522  -0.11
2 C 0.620 0.648 -0.239  -0.63
3 N 0.010 -1.577 -1.112  -0.68
4 O -0.803 -1.290 0.057  -0.39
5 P 0.520 -0.265 -2.052  0.93
6 Cl -1.179 0.656 -2.693  -0.35
7 H -0.165 0.043 1.639  0.19
8 H -1.411 0.566 0.556  0.19
9 H 0.629 1.650 -0.225  0.22
10 H 1.681 0.211 0.033  0.22
11 H -0.455 -2.424 -1.542  0.41

Summary:
SMILES   ClP1CCON1
Energy relative to the best compared isomer or geometry (same formula, charge and spin)   58.3 kcal per mole
Charge   0
F_max   6.6 eV Å⁻¹
Kohn-Sham gap   9.95 eV
E_tot   -27502.2702 eV
HOMO energy   -9.0 eV

***

2.
ORCA calculation (ωB97M-V/def2-TZVPD) on 21 unconnected molecules or ions with the total composition C14H57N3O22 in a non-equilibrium geometry.

Last column: Mulliken charge in e.
Cartesian coordinates (Å):
1 O -3.207 2.769 2.393  -1.07
2 O -2.265 0.496 -0.941  -0.75
3 C -2.259 2.473 1.674  1.07
4 C -1.091 0.560 -0.588  -0.14
5 C 2.106 -1.521 1.091  -1.10
6 C 0.778 -1.507 0.916  -0.31
7 C -0.317 -3.387 -2.309  -0.72
8 C 0.936 -3.727 -2.831  -0.29
9 C -0.500 -2.647 -1.132  0.86
10 C 2.102 -3.344 -2.096  -0.59
11 C 0.610 -2.252 -0.339  1.01
12 C 1.898 -2.639 -0.893  -1.03
13 N 2.812 -2.181 0.042  0.22
14 N -0.177 0.542 -1.588  0.62
15 N -1.733 1.207 1.772  0.11
16 C -1.701 3.434 0.641  -0.69
17 C 1.209 0.871 -1.441  -1.09
18 C -0.298 -0.687 1.608  -1.35
19 C -0.667 0.636 0.909  1.65
20 H 2.558 -1.072 1.958  0.82
21 H -1.115 -3.817 -2.910  -0.40
22 H 1.081 -4.273 -3.762  0.25
23 H -1.472 -2.280 -0.793  0.35
24 H 3.119 -3.555 -2.454  0.18
25 H 3.780 -2.071 -0.067  0.48
26 H -0.512 0.275 -2.514  -0.06
27 H -2.046 0.616 2.598  -0.05
28 H -1.621 4.386 1.152  0.30
29 H -2.372 3.582 -0.186  0.47
30 H -0.743 3.180 0.250  -0.17
31 H 1.960 0.126 -1.913  0.16
32 H 1.488 1.054 -0.432  0.16
33 H 1.429 1.823 -1.871  0.65
34 H 0.077 -0.480 2.599  0.60
35 H -1.208 -1.313 1.818  0.59
36 H 0.240 1.293 0.946  -0.56
37 O 0.931 4.251 -1.535  -0.67
38 H 0.433 5.149 -1.567  0.31
39 H 1.041 4.135 -0.481  0.36
40 O -1.649 -5.665 -4.455  -0.70
41 H -1.193 -5.541 -5.355  0.33
42 H -2.323 -4.822 -4.382  0.41
43 O 0.888 -5.983 -0.786  -0.76
44 H -0.033 -6.306 -0.703  0.28
45 H 0.828 -4.999 -1.110  0.46
46 O 0.542 6.030 2.101  -0.75
47 H 0.939 5.063 1.920  0.43
48 H 1.143 6.695 1.545  0.32
49 O -2.318 0.005 -3.829  -0.66
50 H -2.618 0.875 -4.328  0.30
51 H -2.729 -0.052 -2.889  0.34
52 O 1.711 2.305 3.155  -0.65
53 H 0.890 1.752 3.480  0.24
54 H 2.592 1.896 3.546  0.32
55 O -4.899 2.920 4.473  -0.69
56 H -4.636 3.531 5.250  0.30
57 H -4.104 2.965 3.853  0.53
58 O 5.710 -2.347 0.346  -0.69
59 H 5.470 -3.329 0.183  0.33
60 H 6.725 -2.250 0.266  0.31
61 O -4.932 4.098 0.677  -0.69
62 H -4.221 3.910 1.404  0.37
63 H -5.799 4.347 1.208  0.30
64 O 3.088 -2.079 4.765  -0.69
65 H 3.837 -2.032 5.508  0.35
66 H 3.056 -3.078 4.427  0.33
67 O -0.605 1.220 4.436  -0.66
68 H -0.175 0.515 5.035  0.31
69 H -1.590 0.963 4.204  0.28
70 O 2.514 -2.401 -5.325  -0.71
71 H 3.247 -2.585 -4.630  0.35
72 H 1.867 -1.760 -4.807  0.48
73 O -2.026 6.989 1.755  -0.67
74 H -1.018 6.835 1.539  0.35
75 H -2.640 7.060 0.899  0.32
76 O 3.916 0.588 4.153  -0.67
77 H 4.814 0.351 3.662  0.32
78 H 3.605 -0.320 4.596  0.31
79 O 1.753 3.806 0.848  -0.66
80 H 1.653 3.234 1.690  0.39
81 H 2.745 3.910 0.742  0.26
82 O 4.851 -3.383 -4.289  -0.68
83 H 4.795 -4.436 -4.292  0.33
84 H 5.836 -3.204 -4.313  0.29
85 O -3.036 -0.431 4.276  -0.64
86 H -3.826 -0.374 4.958  0.30
87 H -2.518 -1.332 4.447  0.33
88 O -5.105 0.287 -0.603  -0.66
89 H -5.013 -0.349 0.185  0.28
90 H -4.191 0.703 -0.775  0.43
91 O -3.760 -3.920 -3.993  -0.71
92 H -3.859 -3.964 -2.964  0.36
93 H -4.642 -4.382 -4.420  0.33
94 O 0.755 -0.420 -4.801  -0.74
95 H -0.091 -0.819 -4.367  0.31
96 H 0.494 -0.402 -5.839  0.32

Summary:
Energy relative to the best compared isomer or geometry (same formula, charge and spin)   17.2 kcal per mole
Charge   0
F_max   4.3 eV Å⁻¹
Kohn-Sham gap   7.53 eV
E_tot   -64955.3949 eV
HOMO energy   -8.2 eV